(1)
A structure of composition C24H23CaN14O2. Source: OMol25; level of theory: ωB97M-V with the def2-TZVPD basis set.

Values from the calculation:
Strongest force on any atom = 2.389 eV Å⁻¹
HOMO level = -4.8 eV
E = -2523.15779 Eh
Charge = -1
LUMO level = 2.370 eV

The geometry in XYZ format:
```
64
Properties=species:S:1:pos:R:3:forces:R:3
Ca -0.4353 0.4149 -0.9308 -0.22 -0.62 -1.82
C -1.6272 2.4623 3.8180 0.00 -0.02 -0.04
C -2.2032 2.7436 2.5846 -0.04 0.05 0.01
C -2.2951 1.7454 1.6397 -0.01 -0.23 -0.13
C -1.7719 0.4730 1.9331 -0.29 0.26 0.57
N -1.2890 0.1921 3.1405 0.00 -0.24 -0.16
C -1.2040 1.1652 4.0411 0.00 -0.03 0.06
N -1.7300 -0.4270 0.8716 0.24 -0.53 0.29
C -0.8568 -1.3998 0.7746 -0.43 -0.15 0.80
N -0.5102 -1.7491 -0.4992 -0.30 -1.39 0.14
C 0.8234 -2.0281 -0.4487 0.84 -0.43 -0.14
N 1.5696 -1.8468 -1.4897 -0.55 0.19 0.02
C 2.8350 -1.2822 -1.3916 0.43 0.00 0.00
C 4.0330 -1.9892 -1.2602 -0.10 -0.02 -0.04
C 5.2137 -1.2784 -1.1471 0.03 0.03 0.01
C 5.1871 0.1074 -1.1928 0.03 -0.04 0.01
C 3.9624 0.7214 -1.3999 0.04 -0.03 0.02
N 2.8229 0.0529 -1.5192 -0.15 -0.14 0.04
C 1.2022 -2.3801 0.9486 -0.34 -0.07 0.33
C 2.2841 -3.0450 1.4831 0.06 0.07 -0.13
C 2.2425 -3.3790 2.8323 0.06 -0.03 0.08
C 1.1324 -3.0782 3.6059 0.01 0.03 0.01
C 0.0391 -2.4077 3.0633 -0.04 0.08 -0.07
C 0.0960 -2.0418 1.7341 0.26 -0.21 -0.05
H -1.5102 3.2256 4.5745 0.02 -0.02 0.02
H -2.5624 3.7394 2.3554 0.00 -0.01 -0.02
H -2.7145 1.9245 0.6575 0.01 0.05 -0.01
H -0.7578 0.8747 4.9884 -0.04 0.09 0.01
H 4.0190 -3.0708 -1.2419 -0.01 0.00 0.04
H 6.1540 -1.7982 -1.0068 -0.02 -0.04 -0.02
H 6.0893 0.6908 -1.0725 -0.02 0.03 -0.03
H 3.8852 1.8018 -1.4709 0.01 -0.02 0.01
H 3.1414 -3.3100 0.8810 -0.02 0.03 0.00
H 3.0826 -3.8955 3.2809 -0.01 0.01 -0.01
H 1.1189 -3.3595 4.6518 -0.02 -0.03 -0.01
H -0.8247 -2.1775 3.6626 -0.03 0.08 0.05
C -4.4844 -0.6617 -0.5975 0.00 -0.10 0.07
O -3.6338 0.0483 -1.4576 0.03 0.13 -0.01
C -3.3838 -0.6209 -2.6694 0.17 -0.02 -0.08
C -2.3779 0.2209 -3.4341 -0.29 -0.04 -0.07
O -1.0292 -0.1191 -3.1247 -0.15 -0.20 -0.55
C -0.5795 -1.2891 -3.7903 0.03 -0.07 -0.14
H -5.4577 -0.8460 -1.0726 0.00 0.03 0.00
H -4.6229 -0.0502 0.2917 -0.02 -0.05 0.02
H -4.0470 -1.6228 -0.3020 0.02 0.04 0.00
H -4.3134 -0.7387 -3.2453 0.00 0.03 0.02
H -2.9711 -1.6190 -2.4669 -0.08 -0.03 -0.01
H -2.5003 1.2566 -3.1157 -0.05 0.07 -0.20
H -2.5435 0.1453 -4.5141 0.12 -0.04 0.00
H -0.6064 -1.1366 -4.8755 -0.01 0.06 0.03
H -1.1946 -2.1579 -3.5377 -0.02 0.03 0.04
H 0.4324 -1.4851 -3.4502 0.00 0.00 -0.02
N 0.7140 3.5727 0.1822 0.03 0.10 0.00
C -0.2708 3.5705 -0.7733 -0.43 0.15 -0.32
N -0.7879 4.7034 -1.2392 0.25 0.07 0.27
N -1.7120 4.3150 -2.1258 -0.04 -0.20 -0.05
N -1.7543 3.0317 -2.1931 -0.10 0.11 -0.14
N -0.8368 2.4968 -1.3431 -0.14 2.38 -0.08
C 1.2182 2.4832 0.8511 0.21 -0.35 0.12
N 2.1152 2.5933 1.8228 -0.08 0.26 -0.17
N 2.3731 1.3252 2.1793 -0.07 -0.16 -0.03
N 1.6732 0.5088 1.4717 0.17 -0.04 0.10
N 0.9102 1.2069 0.5951 1.06 1.14 1.29
H 1.0298 4.4773 0.4832 -0.01 0.00 0.06
```
Positions in Å, forces in eV/Å.

=====

(2)
A structure of composition C13H18FeNO4. Source: OMol25; level of theory: ωB97M-V with the def2-TZVPD basis set.

Values from the calculation:
Strongest force on any atom = 4.516 eV Å⁻¹
HOMO level (alpha / beta) = -0.5 / -4.6 eV
⟨S²⟩ = 6.09
E = -2125.36705 Eh
Charge = -1
LUMO level (alpha / beta) = 3.073 / 2.742 eV
Multiplicity = 5

The geometry in XYZ format:
```
37
Properties=species:S:1:pos:R:3:forces:R:3
O -3.2126 4.2304 0.7399 -0.46 -1.12 1.16
C -3.3381 3.3433 1.4831 0.38 1.29 -2.34
Fe -3.1917 2.0542 2.7078 0.85 -0.54 -0.20
C -4.3200 2.9539 3.7245 -1.79 0.60 1.17
O -5.0308 3.7308 4.2157 0.65 -0.55 -0.24
C -1.6801 2.9059 3.1687 2.78 0.78 -0.30
O -0.6223 3.3949 3.0960 -1.78 -0.69 0.52
C 0.5993 -0.2030 -0.0012 -2.09 3.39 2.13
C 0.2921 -0.8078 1.4172 0.66 -1.20 -0.47
C -0.5810 -0.1551 2.4980 -0.08 0.06 0.21
C -2.0415 0.0497 2.2100 -0.84 0.42 1.02
C -2.6238 -0.0101 0.9619 0.00 0.29 -1.88
C -1.9779 0.2403 -0.2891 -1.60 -1.16 0.50
C -0.6520 0.3782 -0.5968 1.98 0.04 -1.15
H 1.2998 0.6455 0.1637 -0.10 -0.57 -0.27
H -0.1589 -1.8004 1.2170 0.21 0.21 0.13
H 1.2787 -0.9850 1.8878 -0.33 -0.21 -0.12
H -0.5915 -0.8687 3.3583 0.52 0.42 -0.46
H -0.1036 0.7565 2.8530 0.17 0.14 0.07
H -2.7158 -0.0797 3.0850 0.32 -0.49 -0.37
H -3.7087 -0.1341 0.8845 0.22 0.07 0.19
H -2.6498 0.2750 -1.1686 0.11 0.49 0.59
H -0.4244 1.0164 -1.4507 -0.13 -0.30 -0.37
C 3.5744 -2.0568 -3.9034 0.19 -0.55 -0.63
C 3.0077 -1.1972 -2.8042 -0.24 0.80 -0.21
O 2.8209 0.0921 -3.4017 0.12 0.15 0.34
C 1.6803 -1.7322 -2.2667 -0.32 0.78 1.31
N 1.3731 -1.2247 -0.7413 1.15 -2.97 -1.16
H 3.7900 -3.0816 -3.6025 -0.38 -0.13 0.26
H 2.9526 -2.0627 -4.8013 -0.22 -0.07 0.17
H 4.5417 -1.6972 -4.2375 0.14 0.51 0.13
H 3.7725 -1.1405 -2.0100 -0.46 -0.05 0.08
H 2.6965 0.7617 -2.7087 0.06 -0.26 -0.06
H 0.8026 -1.4389 -2.8544 0.41 -0.19 0.01
H 1.7898 -2.8378 -2.1830 -0.42 0.61 0.38
H 1.0193 -2.1007 -0.3198 -0.04 -0.21 -0.27
H 2.3330 -1.2148 -0.3312 0.35 0.19 0.12
```
Positions in Å, forces in eV/Å.

=====

(3)
An isolated molecule of C3H5NO2. Source: OMol25; level of theory: ωB97M-V with the def2-TZVPD basis set.

Values from the calculation:
Strongest force on any atom = 0.444 eV Å⁻¹
HOMO level = -10.3 eV
SMILES string = CC(=O)NC=O
E = -322.56432 Eh
Charge = 0
LUMO level = 0.711 eV

The geometry in XYZ format:
```
11
Properties=species:S:1:pos:R:3:forces:R:3
C 0.8289 1.4521 0.2412 0.03 0.04 -0.05
C 0.5701 -0.0353 0.3299 0.00 -0.05 0.44
O 0.9246 -0.6790 1.2911 -0.14 0.21 -0.33
N -0.2476 -0.6324 -0.6450 -0.07 -0.04 -0.03
C -1.2298 -1.5294 -0.2538 -0.16 -0.13 -0.11
O -2.0020 -2.0574 -1.0154 0.35 0.19 0.18
H 1.8987 1.6742 0.2483 -0.12 -0.14 -0.08
H 0.4243 1.8516 1.1777 0.04 0.03 -0.19
H 0.3369 1.9498 -0.5975 0.12 -0.16 0.06
H -0.2539 -0.3498 -1.6173 -0.05 0.22 0.22
H -1.2503 -1.6444 0.8409 0.01 -0.17 -0.13
```
Positions in Å, forces in eV/Å.

=====

(4)
A cluster of 2 separate species, C5H13NO2 in total. Source: OMol25; level of theory: ωB97M-V with the def2-TZVPD basis set.

Values from the calculation:
Strongest force on any atom = 5.295 eV Å⁻¹
HOMO level (alpha / beta) = 0.6 / -6.3 eV
⟨S²⟩ = 0.75
E = -403.47455 Eh
Charge = -1
LUMO level (alpha / beta) = 3.836 / 3.607 eV
Multiplicity = 2

The geometry in XYZ format:
```
21
Properties=species:S:1:pos:R:3:forces:R:3
C -0.7310 -0.7540 -3.0006 4.23 3.02 1.03
C -0.5800 0.1695 -1.6436 0.85 -2.05 -0.13
C -0.1244 -0.6114 -0.3661 -3.21 0.15 0.86
C -0.6461 0.2564 0.8627 0.54 1.99 -2.35
C 0.2774 1.5275 1.0186 0.94 -0.25 2.32
N 0.5845 1.8983 2.3440 -2.19 -2.05 -1.63
O 0.7044 2.2044 0.0906 -0.72 -0.67 0.38
H -0.3690 -0.0208 -3.7923 -0.65 -1.20 0.45
H -1.6225 -1.1591 -3.2687 -3.14 -0.58 -0.35
H -0.0541 -1.6389 -3.0552 0.02 0.84 0.53
H 0.1566 0.9737 -1.7634 -0.46 -0.18 -0.53
H -1.5036 0.6095 -1.2373 0.01 -0.07 -1.39
H -0.8626 -1.4639 -0.2861 1.17 0.23 -0.23
H 0.8838 -0.9633 -0.1643 -0.06 0.20 -0.57
H -1.5480 0.8257 0.4701 0.47 -0.98 0.70
H -0.9646 -0.3757 1.6837 0.65 0.45 0.60
H 1.2160 2.5944 2.5345 1.75 2.00 -0.15
H 0.5475 1.2319 3.0910 -0.34 -0.75 0.11
H 1.1194 -1.3193 2.6625 0.24 -0.75 -1.91
H 2.1297 -2.2081 2.0752 2.47 -1.63 0.72
O 1.3868 -1.7770 1.7446 -2.55 2.28 1.53
```
Positions in Å, forces in eV/Å.

=====

(5)
A structure of composition CHAuF3O2S. Source: OMol25; level of theory: ωB97M-V with the def2-TZVPD basis set.

Values from the calculation:
Strongest force on any atom = 12.915 eV Å⁻¹
HOMO level (alpha / beta) = -15.9 / -17.2 eV
⟨S²⟩ = 2.01
E = -1022.12820 Eh
Charge = +1
LUMO level (alpha / beta) = -6.925 / -8.058 eV
Multiplicity = 3

The geometry in XYZ format:
```
9
Properties=species:S:1:pos:R:3:forces:R:3
S 1.5280 -0.0959 -0.8571 -0.11 -0.30 -0.33
O 1.3098 -1.7170 -1.0776 3.56 2.31 5.30
O 0.5929 0.4124 -2.1305 2.79 4.54 4.23
Au 0.3334 -1.3419 -2.5782 -5.99 -6.64 -9.31
C -0.7396 0.5327 1.2312 -2.05 0.91 2.87
F 0.2104 1.4446 1.4834 0.01 -0.37 -0.73
F -0.3151 -0.6523 1.6909 0.13 0.16 -0.85
H -1.1054 0.5339 0.1947 0.43 -0.13 0.21
F -1.8143 0.8836 2.0432 1.24 -0.47 -1.38
```
Positions in Å, forces in eV/Å.

=====

(6)
A structure of composition C11H27I2OP2Y. Source: OMol25; level of theory: ωB97M-V with the def2-TZVPD basis set.

Values from the calculation:
Strongest force on any atom = 6.946 eV Å⁻¹
HOMO level = -14.3 eV
E = -1826.38354 Eh
Charge = +2
LUMO level = -8.005 eV

The geometry in XYZ format:
```
44
Properties=species:S:1:pos:R:3:forces:R:3
I 0.1480 -1.3347 -6.3052 -0.01 0.89 -0.24
I 0.1449 1.3663 -5.8722 0.00 -0.86 -0.04
Y 0.1534 1.0856 -0.4435 -0.02 -0.05 1.58
P -2.3224 0.0011 -0.8599 -2.03 -0.18 0.29
C -3.1984 -0.1203 -2.4423 0.51 0.30 -0.11
C -3.0983 -1.4546 -0.0676 0.51 -0.24 0.43
H -4.1849 -1.2823 -0.0213 0.37 -0.01 -0.06
H -4.2554 1.1358 -0.0380 -0.01 0.23 0.12
H -2.7125 -1.6274 0.9472 -0.18 -0.05 -0.36
H -2.8342 1.6491 0.9232 -0.20 -0.03 -0.28
H -2.8881 -1.0693 -2.9048 -0.25 0.45 -0.19
H -2.9001 -2.3336 -0.7011 -0.06 0.23 0.32
C -3.2031 1.4226 -0.0904 0.37 0.10 0.02
H -4.2742 -0.1227 -2.2172 0.30 -0.04 -0.24
H -3.1077 2.3090 -0.7391 -0.10 -0.19 0.25
H -2.9297 0.7568 -3.0464 -0.25 -0.43 -0.23
P 2.6342 0.0140 -0.8310 2.22 -0.20 0.21
C 3.4978 -0.1256 -2.4199 -0.40 0.27 -0.30
C 3.5437 1.4181 -0.0629 -0.54 0.12 0.12
H 2.9650 -1.5990 0.9757 0.20 -0.11 -0.29
H 4.4666 -1.3157 0.0434 -0.34 0.05 -0.13
H 3.1656 -2.3390 -0.6489 0.05 0.24 0.27
C 3.3779 -1.4532 -0.0316 -0.58 -0.21 0.52
H 3.1607 1.6360 0.9482 0.23 -0.01 -0.28
H 4.5887 1.1233 0.0068 0.10 0.15 0.08
H 4.5842 -0.1398 -2.2427 -0.39 -0.04 -0.08
H 3.2344 0.7479 -3.0317 0.20 -0.40 -0.20
H 3.4665 2.3150 -0.6982 0.07 -0.21 0.23
H 3.1758 -1.0688 -2.8878 0.21 0.44 -0.13
C 0.1827 -0.4963 -2.1827 -0.12 -3.29 -6.12
O 0.1769 -1.1042 -3.1868 0.07 2.61 5.47
C -1.6902 -0.0284 3.2564 -0.48 -0.23 0.15
C -0.3652 0.5846 2.8049 -0.50 0.11 0.10
C 0.6093 0.5059 3.9823 -0.23 0.27 0.06
C 0.1885 -0.1080 1.5376 0.18 0.12 -0.48
H -1.5410 -1.0917 3.4894 -0.02 0.15 -0.13
H -2.5064 0.0431 2.5246 0.23 -0.01 -0.03
H -2.0823 0.4268 4.1756 0.25 0.06 -0.22
H -0.5584 1.6606 2.5698 0.11 -0.24 0.33
H 0.7816 -0.5433 4.2916 -0.03 0.49 -0.29
H 1.5446 0.9690 3.6646 0.20 -0.07 0.41
H 0.1850 1.0468 4.8526 0.43 -0.23 -0.47
H 1.1997 -0.5397 1.7395 -0.79 0.02 -0.16
H -0.5231 -0.9195 1.2400 0.68 0.04 0.11
```
Positions in Å, forces in eV/Å.